Entry 1:
The following is a DFT calculation (wB97M-V/def2-TZVPD) of a 9-piece molecular cluster, C17H50Cl2O16 overall in a non-equilibrium geometry.

Each line ends with the Löwdin charge.
Geometry (Å):
1 Cl 0.21 -3.87 1.21  0.57
2 C 1.06 -5.39 0.95  -1.01
3 Cl -0.02 -6.78 1.26  0.49
4 H 1.32 -5.43 -0.10  0.01
5 H 1.93 -5.49 1.59  0.03
6 O 2.09 -0.60 -3.53  -0.08
7 C 2.39 0.81 -3.55  -0.20
8 C 3.06 1.22 -2.24  -0.23
9 O 4.37 0.62 -2.11  -0.08
10 H 2.19 -0.87 -4.45  0.09
11 H 3.06 1.12 -4.35  0.12
12 H 1.43 1.32 -3.67  0.12
13 H 2.47 0.94 -1.36  0.10
14 H 3.23 2.28 -2.05  0.11
15 H 4.11 -0.30 -1.94  0.04
16 O 2.03 3.75 -0.23  -0.07
17 C 1.25 4.55 0.67  -0.22
18 C 1.21 3.94 2.07  -0.21
19 O 0.64 2.65 2.12  -0.11
20 H 2.79 3.47 0.29  0.09
21 H 1.61 5.58 0.64  0.12
22 H 0.26 4.58 0.22  0.10
23 H 0.59 4.56 2.73  0.12
24 H 2.18 3.92 2.58  0.13
25 H -0.23 2.59 1.69  0.06
26 O 2.02 0.99 5.61  -0.07
27 C 1.84 -0.31 5.06  -0.23
28 C 1.40 -0.19 3.60  -0.23
29 O 2.33 0.58 2.85  -0.09
30 H 2.76 1.39 5.16  0.08
31 H 2.79 -0.83 5.21  0.12
32 H 1.14 -0.86 5.70  0.12
33 H 0.37 0.18 3.55  0.12
34 H 1.48 -1.18 3.14  0.11
35 H 1.87 1.36 2.52  0.05
36 O 0.67 -0.95 -0.59  -0.12
37 C -0.05 0.18 -0.10  -0.21
38 C -1.08 -0.35 0.88  -0.21
39 O -1.95 -1.30 0.23  -0.10
40 H 0.22 -1.41 -1.31  0.04
41 H 0.60 0.92 0.35  0.10
42 H -0.47 0.56 -1.04  0.13
43 H -1.76 0.41 1.24  0.11
44 H -0.63 -0.88 1.72  0.09
45 H -1.38 -1.96 -0.18  0.02
46 O 3.35 -1.50 -0.50  -0.10
47 C 4.14 -2.41 0.29  -0.20
48 C 5.06 -1.59 1.17  -0.21
49 O 4.49 -1.46 2.50  -0.10
50 H 2.54 -1.31 0.00  0.06
51 H 3.46 -3.10 0.79  0.11
52 H 4.80 -2.93 -0.41  0.12
53 H 5.26 -0.60 0.74  0.12
54 H 6.04 -1.99 1.44  0.11
55 H 3.80 -0.78 2.50  0.03
56 O -1.59 2.60 0.53  -0.11
57 C -2.60 3.55 0.83  -0.19
58 C -3.91 3.18 0.16  -0.25
59 O -4.22 4.01 -0.97  -0.05
60 H -1.33 2.58 -0.39  0.11
61 H -2.63 3.68 1.91  0.13
62 H -2.32 4.57 0.52  0.12
63 H -4.72 3.14 0.90  0.12
64 H -3.95 2.12 -0.15  0.06
65 H -4.90 3.49 -1.42  0.08
66 O -5.58 0.89 0.73  -0.05
67 C -5.03 0.37 -0.47  -0.25
68 C -6.10 0.00 -1.49  -0.20
69 O -6.58 1.18 -2.16  -0.08
70 H -5.18 0.47 1.49  0.10
71 H -4.32 1.06 -0.89  0.08
72 H -4.47 -0.54 -0.23  0.12
73 H -6.93 -0.47 -0.96  0.12
74 H -5.71 -0.58 -2.33  0.12
75 H -6.13 1.31 -2.99  0.08
76 O -2.72 -3.08 -4.07  -0.05
77 C -2.01 -3.77 -3.06  -0.25
78 C -0.51 -3.64 -3.16  -0.20
79 O -0.15 -2.30 -2.78  -0.09
80 H -2.52 -3.46 -4.93  0.09
81 H -2.34 -3.44 -2.07  0.12
82 H -2.25 -4.84 -3.12  0.12
83 H -0.12 -3.81 -4.16  0.13
84 H -0.01 -4.29 -2.44  0.11
85 H 0.48 -1.89 -3.39  0.07

Summary:
Total charge ... 0

=====

Entry 2:
The following is a DFT calculation (wB97M-V/def2-TZVPD) of C20H16F2S as an isolated structure in a non-equilibrium geometry.

Each line ends with the Löwdin charge.
Geometry (Å):
1 C 5.27 -0.84 0.14  -0.06
2 C 3.83 -1.21 0.09  -0.29
3 C 3.17 -1.31 -1.14  -0.05
4 C 1.81 -1.56 -1.18  -0.09
5 C 1.07 -1.62 0.03  -0.68
6 S -0.61 -1.61 0.06  0.88
7 C 1.78 -1.72 1.26  -0.10
8 C 3.14 -1.46 1.29  -0.05
9 H 5.61 -0.76 1.17  0.08
10 H 5.88 -1.57 -0.39  0.09
11 H 5.42 0.13 -0.35  0.08
12 H 3.75 -1.20 -2.07  0.12
13 H 1.27 -1.73 -2.12  0.10
14 H 1.22 -1.99 2.15  0.10
15 H 3.69 -1.45 2.23  0.11
16 F 2.00 2.76 -3.11  0.04
17 C 1.11 2.31 -2.17  -0.26
18 C 1.50 2.33 -0.84  -0.01
19 C 0.62 1.83 0.11  -0.03
20 C -0.65 1.30 -0.26  -0.26
21 C -1.37 0.47 0.71  -0.20
22 C -2.83 0.32 0.86  -0.24
23 C -3.38 0.14 2.16  -0.02
24 C -4.68 -0.31 2.34  0.00
25 C -5.46 -0.56 1.22  -0.26
26 F -6.73 -1.03 1.40  0.04
27 C -5.00 -0.31 -0.07  0.00
28 C -3.68 0.11 -0.24  -0.02
29 C -1.03 1.39 -1.61  -0.03
30 C -0.15 1.88 -2.57  0.00
31 H 2.47 2.70 -0.53  0.12
32 H 0.91 1.74 1.16  0.12
33 H -0.86 0.40 1.67  0.09
34 H -2.72 0.30 3.01  0.12
35 H -5.05 -0.50 3.35  0.12
36 H -5.65 -0.49 -0.93  0.13
37 H -3.30 0.19 -1.26  0.09
38 H -1.99 1.01 -1.94  0.09
39 H -0.43 1.90 -3.63  0.12

Summary:
Total charge ... 0

=====

Entry 3:
The following is a DFT calculation (wB97M-V/def2-TZVPD) of C6H19Br2CdN5O3 as an isolated structure in a non-equilibrium geometry.

Each line ends with the Löwdin charge.
Geometry (Å):
1 Cd 1.19 0.39 0.11  1.05
2 Br 2.97 2.25 -0.46  -0.36
3 Br 2.53 -1.65 1.24  -0.14
4 C 0.35 1.15 3.14  -0.65
5 O 0.65 1.30 1.96  -0.15
6 N -0.20 2.17 3.87  0.17
7 N 0.57 -0.02 3.78  0.17
8 H -0.55 2.06 4.80  0.10
9 H -0.30 3.07 3.45  0.11
10 H 0.48 -0.10 4.78  0.10
11 H 0.99 -0.80 3.29  0.01
12 C -1.26 -2.01 1.18  -0.64
13 O -0.81 -1.06 0.51  -0.09
14 N -0.45 -3.03 1.60  0.14
15 N -2.59 -2.06 1.54  0.15
16 H -0.84 -3.83 2.06  0.09
17 H 0.56 -2.94 1.45  -0.07
18 H -2.93 -2.78 2.14  0.09
19 H -3.11 -1.21 1.44  0.10
20 C -1.47 1.69 -3.18  -0.06
21 C -0.77 0.83 -2.14  -0.40
22 C 0.54 0.33 -2.71  -0.25
23 O 1.18 -0.61 -1.86  -0.36
24 C 2.19 -1.36 -2.52  -0.09
25 N -0.42 1.62 -0.90  -0.03
26 H -0.76 2.39 -3.63  0.09
27 H -2.31 2.24 -2.76  0.08
28 H -1.85 1.09 -4.01  0.08
29 H -1.35 -0.03 -1.80  0.13
30 H 1.22 1.18 -2.89  0.11
31 H 0.39 -0.10 -3.71  0.13
32 H 1.89 -1.58 -3.55  0.09
33 H 2.34 -2.27 -1.96  0.07
34 H 3.12 -0.78 -2.56  0.10
35 H -1.29 2.00 -0.52  0.09
36 H 0.08 2.46 -1.20  0.05

Summary:
Total charge ... 0

=====

Entry 4:
The following is a DFT calculation (wB97M-V/def2-TZVPD) of one molecule with the formula C5H7N.

Each line ends with the Löwdin charge.
Geometry (Å):
1 C 2.66 0.14 0.11  0.00
2 C 1.40 0.24 -0.20  -0.11
3 C 0.24 0.30 -0.82  -0.08
4 C -1.16 0.41 -0.33  -0.33
5 C -1.84 -0.75 0.31  -0.15
6 N -1.51 0.44 1.08  0.02
7 H 3.14 -0.83 0.18  0.06
8 H 3.28 1.03 0.23  0.06
9 H 0.40 0.26 -1.89  0.11
10 H -1.79 1.07 -0.93  0.13
11 H -1.25 -1.65 0.45  0.11
12 H -2.90 -0.92 0.15  0.10
13 H -0.68 0.28 1.66  0.09

Summary:
Relative energy (zero: lowest compared OMol25 entry of this formula, charge and spin) ... 286.6 kJ/mol
Total charge ... 0

=====

Entry 5:
The following is a DFT calculation (wB97M-V/def2-TZVPD) of C66H49F9N4O4P2Sr as an isolated structure in a non-equilibrium geometry.

Each line ends with the Löwdin charge.
Geometry (Å):
1 Sr -0.56 0.03 -0.19  1.42
2 C 0.73 -3.39 0.83  -0.06
3 O 1.01 -2.18 0.14  -0.19
4 C 1.95 -2.26 -0.86  -0.24
5 C 2.58 -3.45 -1.19  -0.03
6 C 3.53 -3.50 -2.20  -0.08
7 C 3.87 -2.34 -2.87  -0.09
8 C 3.24 -1.15 -2.55  -0.01
9 C 2.26 -1.09 -1.55  -0.20
10 N 1.56 0.10 -1.23  -0.07
11 N 2.00 1.12 -1.86  0.08
12 C 1.53 2.37 -1.69  -0.16
13 C 0.62 2.81 -0.67  -0.36
14 O 0.10 2.02 0.18  -0.33
15 C 0.32 4.21 -0.61  0.01
16 C 0.82 5.10 -1.50  -0.01
17 C 1.70 4.70 -2.55  -0.18
18 C 2.18 5.62 -3.50  -0.04
19 C 3.01 5.22 -4.51  -0.09
20 C 3.38 3.88 -4.60  -0.08
21 C 2.92 2.96 -3.69  -0.02
22 C 2.07 3.34 -2.64  -0.10
23 H 1.64 -3.80 1.28  0.10
24 H 0.28 -4.13 0.17  0.10
25 H 0.03 -3.15 1.62  0.07
26 H 2.31 -4.37 -0.68  0.10
27 H 4.01 -4.44 -2.43  0.10
28 H 4.62 -2.36 -3.65  0.10
29 H 3.48 -0.24 -3.07  0.09
30 H -0.36 4.52 0.17  0.09
31 H 0.54 6.15 -1.43  0.12
32 H 1.87 6.66 -3.42  0.11
33 H 3.36 5.94 -5.25  0.10
34 H 4.04 3.55 -5.40  0.10
35 H 3.20 1.92 -3.77  0.09
36 N -0.41 -2.39 -2.61  0.16
37 C -1.26 -3.43 -2.33  -0.24
38 C -1.30 -4.56 -3.12  -0.02
39 C -2.14 -5.64 -2.82  -0.08
40 C -2.96 -5.61 -1.72  -0.06
41 C -2.92 -4.49 -0.87  -0.15
42 C -3.70 -4.42 0.31  0.00
43 C -3.61 -3.33 1.12  -0.04
44 C -2.73 -2.30 0.75  -0.16
45 N -1.99 -2.31 -0.33  0.07
46 C -2.07 -3.39 -1.16  -0.16
47 H -0.68 -1.47 -2.29  0.03
48 H 0.02 -2.40 -3.52  0.11
49 H -0.66 -4.60 -4.00  0.11
50 H -2.16 -6.49 -3.48  0.10
51 H -3.62 -6.43 -1.49  0.11
52 H -4.36 -5.25 0.55  0.12
53 H -4.20 -3.24 2.03  0.10
54 H -2.64 -1.42 1.39  0.06
55 O -1.04 0.98 4.48  -0.07
56 C 0.07 1.76 4.69  -0.26
57 C 0.13 2.85 5.54  -0.01
58 C 1.34 3.53 5.69  -0.08
59 C 2.46 3.12 4.99  -0.08
60 C 2.38 2.05 4.10  -0.06
61 C 1.18 1.37 3.93  -0.26
62 P 0.87 0.01 2.73  1.12
63 C 2.57 -0.29 2.11  -0.37
64 C 3.34 -1.42 2.35  -0.09
65 C 4.59 -1.55 1.76  -0.07
66 C 5.09 -0.55 0.94  -0.08
67 C 4.33 0.59 0.70  -0.07
68 C 3.08 0.71 1.28  -0.13
69 C 0.61 -1.34 3.96  -0.36
70 C 1.50 -1.58 5.00  -0.09
71 C 1.26 -2.59 5.92  -0.07
72 C 0.12 -3.37 5.81  -0.08
73 C -0.79 -3.12 4.80  -0.07
74 C -0.55 -2.10 3.88  -0.12
75 C -2.27 1.31 5.01  -0.27
76 C -2.49 1.38 6.38  -0.02
77 C -3.74 1.75 6.84  -0.07
78 C -4.76 2.05 5.95  -0.07
79 C -4.54 1.93 4.59  -0.08
80 C -3.30 1.53 4.10  -0.27
81 P -2.93 1.27 2.31  1.14
82 C -4.46 0.44 1.74  -0.39
83 C -4.70 0.42 0.36  -0.12
84 C -5.74 -0.33 -0.17  -0.06
85 C -6.53 -1.11 0.67  -0.08
86 C -6.28 -1.13 2.03  -0.09
87 C -5.24 -0.37 2.56  -0.10
88 C -3.15 3.03 1.82  -0.35
89 C -2.12 3.90 2.20  -0.10
90 C -2.22 5.25 1.94  -0.09
91 C -3.33 5.76 1.27  -0.08
92 C -4.34 4.90 0.88  -0.07
93 C -4.26 3.55 1.16  -0.08
94 H -0.74 3.18 6.08  0.11
95 H 1.39 4.38 6.36  0.11
96 H 3.40 3.64 5.12  0.10
97 H 3.25 1.76 3.54  0.10
98 H 2.96 -2.22 2.97  0.10
99 H 5.19 -2.44 1.95  0.10
100 H 6.07 -0.66 0.48  0.10
101 H 4.70 1.36 0.04  0.11
102 H 2.48 1.59 1.08  0.10
103 H 2.39 -0.95 5.10  0.11
104 H 1.97 -2.78 6.72  0.10
105 H -0.06 -4.16 6.52  0.10
106 H -1.69 -3.71 4.72  0.10
107 H -1.28 -1.89 3.12  0.08
108 H -1.69 1.15 7.07  0.13
109 H -3.92 1.81 7.91  0.11
110 H -5.73 2.36 6.32  0.11
111 H -5.34 2.15 3.89  0.12
112 H -4.06 1.00 -0.30  0.09
113 H -5.91 -0.33 -1.23  0.10
114 H -7.34 -1.70 0.25  0.10
115 H -6.88 -1.74 2.69  0.11
116 H -5.05 -0.42 3.63  0.10
117 H -1.24 3.50 2.69  0.10
118 H -1.42 5.92 2.25  0.11
119 H -3.39 6.82 1.06  0.10
120 H -5.20 5.29 0.35  0.10
121 H -5.07 2.89 0.86  0.10
122 F -1.39 -0.71 -4.84  0.15
123 C -1.15 0.54 -4.40  -0.53
124 F -1.39 1.37 -5.42  0.17
125 F 0.15 0.61 -4.10  0.17
126 C -2.02 0.84 -3.13  -0.31
127 O -1.52 0.25 -2.03  -0.40
128 C -3.47 0.31 -3.42  -0.53
129 F -4.37 0.91 -2.61  0.14
130 F -3.87 0.51 -4.68  0.17
131 F -3.54 -1.00 -3.18  0.16
132 C -2.11 2.40 -2.97  -0.52
133 F -3.07 2.95 -3.73  0.17
134 F -0.96 2.99 -3.31  0.18
135 F -2.38 2.71 -1.69  0.16

Summary:
Relative energy (zero: lowest compared OMol25 entry of this formula, charge and spin) ... 0.0 kJ/mol
Total charge ... 0

=====

The HOMO energy results, record by record, are as follows: -9.458, -7.741, -7.955, -9.111, -7.029 eV.
The E_tot results, record by record, are as follows: -76239.773, -37268.768, -164777.779, -6785.542, -127263.607 eV.
The gap between HOMO and LUMO results, record by record, are as follows: 9.65, 7.04, 8.24, 10.05, 6.83 eV.